Formula: C12H10BrN3Zn
Source: OMol25
Level of theory: the ωB97M-V functional and the def2-TZVPD basis

- frontier orbital gap (eV) = 5.1
- total charge = -2
- strongest force on any atom (eV/Å) = 2.3
- relative energy (zero: lowest compared OMol25 entry of this formula, charge and spin) (kcal/mol) = 0.0
- HOMO energy (eV) = -0.23

Last column: natural (NBO) charge in e.
Cartesian coordinates (Å):
N  -0.518  -0.135  2.375  -0.78
H  -3.167  0.599  0.301  0.20
N  0.019  0.127  6.920  -0.54
C  1.508  1.580  -2.435  -0.37
C  1.594  2.259  -1.182  -0.37
C  -1.310  -0.907  -2.078  -0.30
C  -1.915  0.264  -1.540  -0.29
C  2.324  1.425  -0.279  -0.37
C  -2.406  -1.481  -0.114  -0.63
H  -0.789  -0.956  -3.033  0.21
Br  0.945  -3.226  1.138  -0.79
C  -1.580  -1.989  -1.212  -0.38
H  -1.929  1.233  -2.029  0.20
H  -1.277  -3.038  -1.321  0.22
C  2.681  0.228  -0.973  -0.37
C  2.199  0.336  -2.318  -0.37
C  -0.323  0.251  3.476  0.62
N  -0.097  0.854  4.563  -0.69
H  -3.049  -2.105  0.507  0.22
H  3.196  -0.631  -0.549  0.18
H  1.019  1.954  -3.337  0.17
C  -0.056  0.418  5.786  0.46
Zn  -0.521  -1.482  0.985  1.57
C  -2.575  -0.062  -0.339  -0.32
H  2.316  -0.406  -3.109  0.17
H  1.176  3.240  -0.965  0.17
H  2.531  1.650  0.763  0.18

=====

Formula: C23H25As2FGaN5O4S2
Source: OMol25
Level of theory: the ωB97M-V functional and the def2-TZVPD basis

- frontier orbital gap (eV) = 8.8
- strongest force on any atom (eV/Å) = 2.8
- relative energy (zero: lowest compared OMol25 entry of this formula, charge and spin) (kcal/mol) = 4.0
- HOMO energy (eV) = -8.75

Last column: natural (NBO) charge in e.
Cartesian coordinates (Å):
N  0.569  -2.162  0.786  -0.42
C  -1.989  1.119  2.123  -0.30
H  -4.409  3.368  1.511  0.22
C  3.223  -3.027  -1.648  0.00
H  3.647  -2.452  -5.325  0.45
C  -3.821  3.194  0.632  -0.94
C  -2.427  3.787  -3.113  0.29
O  3.661  1.122  -0.375  -0.64
C  -1.249  -3.259  -0.672  -0.53
H  0.241  -1.063  3.357  0.21
C  2.701  -3.928  -2.510  0.23
S  0.409  2.685  -2.259  -0.14
H  3.115  -3.178  -0.583  0.24
Ga  0.872  0.865  -1.053  1.23
C  -1.816  -1.151  3.703  -0.23
H  -2.467  3.776  3.239  0.22
H  2.258  -0.948  1.836  0.27
H  -0.789  4.231  2.946  0.22
C  2.363  0.107  2.129  -0.95
H  4.801  -1.613  -0.311  0.24
N  3.544  -2.665  -4.315  -0.62
H  -0.876  -4.269  -0.758  0.26
As  -1.947  2.766  1.036  0.86
C  -1.768  4.158  2.486  -0.92
C  -2.375  2.415  -2.683  -0.43
C  4.207  -1.807  -3.496  0.79
C  -1.176  1.876  -2.285  -0.15
N  -2.498  4.914  -3.368  -0.30
H  5.409  -0.616  -1.581  0.27
C  -0.676  -0.639  3.103  -0.13
H  1.449  2.945  3.046  0.24
O  4.852  -0.828  -3.921  -0.62
H  -3.795  4.088  -0.006  0.25
C  4.512  -1.049  -1.173  -0.32
H  -4.245  2.358  0.091  0.25
O  2.012  -4.316  -4.748  -0.56
H  0.889  3.643  1.512  0.25
H  -3.021  -2.168  0.057  0.23
C  3.466  0.052  -0.963  0.81
H  -1.755  -1.979  4.411  0.22
C  1.474  2.835  1.937  -0.96
As  0.844  1.093  1.421  1.00
C  -3.157  0.556  2.623  -0.21
N  4.020  -2.034  -2.127  -0.41
H  2.446  0.315  3.179  0.23
C  -2.666  -3.191  -0.063  -0.60
H  -4.060  1.050  2.368  0.22
C  -3.054  -0.564  3.464  -0.19
H  3.169  0.641  1.586  0.27
N  -4.572  1.058  -2.326  -0.32
O  2.264  -0.266  -1.409  -0.85
H  -2.056  5.124  2.098  0.23
H  -1.114  -2.842  -1.687  0.27
H  -3.937  -1.027  3.857  0.22
H  -2.663  -3.484  0.971  0.22
F  1.900  -4.923  -2.077  -0.31
C  -0.270  -2.629  0.174  0.37
C  2.713  -3.697  -3.971  0.60
C  -3.592  1.651  -2.466  0.30
S  -1.087  0.211  -1.695  -0.22
C  -0.766  0.484  2.338  -0.37
H  2.472  3.041  1.571  0.26
H  -3.411  -3.756  -0.625  0.23

=====

Formula: C26H31GeN5RuS
Source: OMol25
Level of theory: the ωB97M-V functional and the def2-TZVPD basis

- frontier orbital gap (eV) = 6.7
- total charge = +2
- strongest force on any atom (eV/Å) = 0.7
- relative energy (zero: lowest compared OMol25 entry of this formula, charge and spin) (kcal/mol) = 0.0
- HOMO energy (eV) = -13.60

Last column: natural (NBO) charge in e.
Cartesian coordinates (Å):
C  -2.345  0.668  -3.074  0.10
C  -1.050  2.214  4.102  -0.23
C  0.653  -0.655  1.741  0.20
H  -3.090  1.285  -4.993  0.26
H  -0.085  1.712  4.201  0.21
H  1.869  -2.558  -0.080  0.23
H  1.537  2.629  -5.149  0.23
C  0.945  0.980  -1.644  0.09
H  1.320  -2.843  -3.725  0.26
C  2.624  0.478  1.001  -0.20
S  -2.783  1.173  0.554  -0.02
H  0.628  -3.495  0.782  0.23
C  -2.228  1.251  -4.343  -0.25
C  2.181  1.442  -2.018  -0.20
C  -1.691  -2.006  -1.006  -0.88
N  0.555  0.350  -0.429  -0.41
H  -0.225  4.163  4.476  0.26
H  -1.100  3.256  0.449  0.44
C  -0.842  -4.771  -2.269  -1.08
H  -0.272  4.820  2.000  0.24
H  -2.335  -1.976  2.110  0.23
C  -0.256  3.794  2.362  -0.22
H  3.379  2.389  -3.528  0.24
H  1.704  -4.291  -0.359  0.26
C  -0.753  -2.131  3.588  -0.26
H  0.780  3.447  2.359  0.21
C  0.084  1.697  -3.844  -0.11
Ge  -0.084  -3.091  -1.655  1.62
H  -2.328  -1.918  -1.891  0.23
C  1.280  -1.009  2.946  -0.10
C  0.759  -2.126  -3.124  -1.10
H  -2.111  -2.619  -0.202  0.23
C  -1.784  1.954  1.779  0.39
H  3.109  -0.872  4.098  0.24
C  1.372  2.178  -4.180  -0.11
C  3.252  0.133  2.221  -0.16
C  -1.313  -1.725  2.368  0.09
H  -1.342  -5.304  -1.461  0.25
C  2.614  -0.598  3.175  -0.18
H  -0.888  2.204  -5.703  0.25
H  3.047  1.349  -1.390  0.22
H  -1.837  4.187  3.767  0.23
H  -0.033  -5.399  -2.644  0.26
H  0.021  -1.655  -3.775  0.23
C  -0.118  1.108  -2.586  0.20
H  4.272  0.460  2.377  0.24
C  -1.018  1.759  -4.725  -0.08
H  -1.597  2.088  5.033  0.24
N  -1.333  0.592  -2.233  -0.44
C  2.385  2.043  -3.283  -0.20
C  1.337  0.084  0.728  0.11
H  0.999  -2.071  4.805  0.25
C  0.535  -1.771  3.874  -0.08
H  -1.556  -4.615  -3.077  0.25
C  1.148  -3.372  -0.168  -1.10
Ru  -1.197  -0.256  -0.353  0.77
C  -0.871  3.680  3.745  -0.43
H  1.458  -1.369  -2.771  0.23
N  -1.819  1.556  3.035  -0.55
H  -3.289  0.258  -2.738  0.22
H  -2.460  0.812  3.258  0.44
N  -1.033  2.976  1.416  -0.55
H  3.203  1.062  0.313  0.23
N  -0.637  -1.020  1.484  -0.44
H  -1.344  -2.720  4.275  0.26

=====

Formula: C6H15NO
Source: OMol25
Level of theory: the ωB97M-V functional and the def2-TZVPD basis

- frontier orbital gap (eV) = 9.6
- strongest force on any atom (eV/Å) = 4.5
- relative energy (zero: lowest compared OMol25 entry of this formula, charge and spin) (kcal/mol) = 74.5
- HOMO energy (eV) = -8.77

Last column: natural (NBO) charge in e.
Cartesian coordinates (Å):
C  1.393  2.431  -0.086  -0.62
H  0.375  -2.896  0.637  0.20
H  1.742  1.457  -0.049  0.21
H  -0.054  -3.028  -0.955  0.23
H  0.715  -1.461  2.486  0.47
H  2.007  -2.151  2.058  0.47
H  1.137  -0.467  -0.972  0.21
H  1.907  2.755  0.811  0.21
H  -1.369  1.254  -1.563  0.20
C  -0.356  1.253  -1.194  -0.42
H  -0.504  1.799  0.953  0.21
H  -0.795  3.133  -0.019  0.20
H  -1.183  -3.214  0.250  0.23
C  0.067  -0.259  -0.880  -0.21
N  -2.201  -0.938  -0.336  -0.86
H  -2.718  -0.572  -1.036  0.38
O  1.656  -1.562  2.776  -0.93
H  0.249  1.601  -2.074  0.20
H  1.811  2.901  -0.978  0.21
C  -0.464  -2.506  -0.032  -0.68
C  -0.833  -1.090  -0.405  0.14
C  -0.067  2.204  0.003  -0.40
H  -2.515  -0.642  0.603  0.37

=====

Formula: C3H3F2IO
Source: OMol25
Level of theory: the ωB97M-V functional and the def2-TZVPD basis

- frontier orbital gap (eV) = 8.2
- strongest force on any atom (eV/Å) = 6.8
- relative energy (zero: lowest compared OMol25 entry of this formula, charge and spin) (kcal/mol) = 122.3
- HOMO energy (eV) = -8.45

Last column: natural (NBO) charge in e.
Cartesian coordinates (Å):
C  -1.864  1.872  0.277  0.52
C  1.204  -0.813  -0.773  -0.29
F  -0.493  2.195  0.193  -0.42
F  -2.097  2.089  1.589  -0.37
H  2.335  -0.740  -0.839  0.21
C  0.061  -1.241  1.167  0.32
H  0.682  0.096  -0.872  0.23
H  0.946  -1.730  -1.344  0.22
O  1.034  -1.144  0.534  -0.45
I  -1.809  -0.583  0.067  0.02

=====

Formula: C5H8O
Source: OMol25
Level of theory: the ωB97M-V functional and the def2-TZVPD basis

- frontier orbital gap (eV) = 8.9
- strongest force on any atom (eV/Å) = 0.3
- relative energy (zero: lowest compared OMol25 entry of this formula, charge and spin) (kcal/mol) = 139.0
- HOMO energy (eV) = -7.92

Last column: natural (NBO) charge in e.
Cartesian coordinates (Å):
O  0.638  0.649  -0.003  -0.43
H  -1.684  1.190  -0.775  0.23
H  1.691  1.753  1.472  0.20
H  1.788  -1.113  0.197  0.22
C  -0.787  -0.533  0.357  0.02
H  -1.711  -1.920  -1.060  0.22
H  0.789  0.226  2.048  0.23
H  -0.613  -0.737  -1.907  0.22
C  1.320  0.755  1.261  -0.10
H  2.694  0.382  -0.433  0.20
H  -2.893  0.116  0.068  0.22
C  -1.227  -0.944  -1.034  -0.57
C  1.891  -0.032  0.171  -0.11
C  -1.897  0.207  -0.363  -0.56